No. 1
ORCA calculation (ωB97M-V with the def2-TZVPD basis set) on C19H30N2O2 in the gas phase.

```
53
Properties=species:S:1:pos:R:3:forces:R:3
C -7.622 -0.825 0.882 0.42 0.11 -0.14
C -6.290 -0.769 0.150 -0.27 -0.27 -0.10
O -5.540 0.292 0.706 0.07 0.15 0.10
C -4.297 0.549 0.216 0.19 0.18 0.06
C -3.679 -0.155 -0.813 -0.31 -0.15 0.04
C -2.409 0.204 -1.227 0.09 0.20 0.10
C -1.725 1.254 -0.634 0.00 0.09 -0.05
C -2.346 1.950 0.396 -0.01 -0.08 -0.11
C -3.615 1.608 0.815 -0.25 -0.14 0.02
H -4.103 2.147 1.612 -0.06 0.06 0.10
H -1.833 2.771 0.876 0.07 0.08 0.05
C -0.338 1.606 -1.100 0.01 0.00 -0.02
N 0.530 0.439 -1.037 -0.10 0.13 -0.12
C 1.775 0.582 -1.765 0.24 0.14 -0.04
C 2.839 1.385 -1.009 -0.15 -0.18 -0.25
N 3.071 0.760 0.279 -0.03 0.15 0.11
C 1.845 0.767 1.052 -0.35 -0.04 -0.03
H 1.481 1.798 1.228 0.06 -0.03 0.04
C 0.756 -0.039 0.321 0.22 -0.23 0.38
C 1.115 -1.530 0.324 -0.42 0.03 -0.17
H 1.142 -1.879 1.358 0.06 -0.03 0.02
H 2.110 -1.667 -0.102 0.08 -0.07 0.03
C 0.096 -2.365 -0.450 0.15 0.44 -0.03
O 0.352 -3.749 -0.360 0.20 -0.49 0.06
H 1.250 -3.914 -0.670 -0.09 0.00 0.02
H 0.078 -2.042 -1.499 -0.08 0.00 0.13
H -0.902 -2.222 -0.031 0.00 0.07 -0.07
H -0.189 0.082 0.862 0.11 -0.02 0.00
H 2.036 0.307 2.024 -0.03 0.04 0.02
C 4.227 1.299 0.977 0.16 -0.15 -0.03
C 5.430 0.375 0.874 -0.04 0.24 0.13
C 5.546 -0.639 -0.221 0.14 0.04 -0.19
C 5.272 -1.082 1.183 0.05 -0.03 0.14
H 4.277 -1.432 1.407 -0.17 -0.01 -0.04
H 6.053 -1.586 1.732 0.10 0.01 0.00
H 4.737 -0.709 -0.929 -0.16 0.00 -0.03
H 6.521 -0.828 -0.644 0.09 -0.01 0.04
H 6.347 0.850 1.204 0.07 -0.11 -0.02
H 3.987 1.431 2.038 -0.03 0.04 -0.09
H 4.499 2.290 0.582 -0.09 -0.05 0.05
H 2.505 2.435 -0.894 0.08 -0.03 0.02
H 3.770 1.388 -1.578 0.00 0.04 -0.01
H 2.167 -0.420 -1.955 0.10 0.02 -0.08
H 1.568 1.053 -2.729 -0.01 -0.05 0.00
H 0.038 2.461 -0.515 -0.06 0.00 -0.08
H -0.383 1.916 -2.149 0.08 0.06 0.07
H -1.932 -0.347 -2.023 0.07 -0.10 -0.10
H -4.175 -0.980 -1.298 -0.08 -0.07 -0.02
H -6.454 -0.594 -0.922 0.09 -0.04 0.11
H -5.750 -1.718 0.273 -0.01 0.12 -0.07
H -8.151 0.117 0.761 -0.09 0.06 -0.01
H -7.456 -0.994 1.942 -0.03 -0.04 0.10
H -8.231 -1.631 0.482 -0.08 -0.08 -0.03
```
Forces are in eV/Å.

Its SMILES is CCOc1ccc(CN2CCN(CC3CC3)C[C@@H]2CCO)cc1. The calculation puts the energy relative to the best compared isomer or geometry (same formula, charge and spin) at 66.3 kcal per mole. For the HOMO energy, the calculation gives -8.078 eV. The value obtained for the energy is -1001.92162 hartree. The calculation puts the HOMO-LUMO gap at 8.902 eV.

=====

No. 2
ORCA calculation (ωB97M-V with the def2-TZVPD basis set) on C19H30N2O3 in the gas phase.

```
54
Properties=species:S:1:pos:R:3:forces:R:3
C -4.733 -3.178 -0.074 0.24 0.05 -0.07
H -4.727 -3.395 0.991 -0.07 -0.06 0.12
H -4.692 -4.122 -0.612 -0.07 -0.10 0.00
C -3.550 -2.299 -0.464 -0.23 0.15 0.06
H -2.620 -2.783 -0.157 0.08 0.00 -0.05
H -3.528 -2.206 -1.553 0.09 -0.01 -0.04
C -3.615 -0.894 0.148 0.32 -0.03 -0.10
C -3.583 -0.936 1.677 -0.11 0.18 -0.18
H -4.524 -1.322 2.057 -0.04 -0.09 0.11
H -3.451 0.067 2.071 -0.01 0.02 0.11
H -2.786 -1.583 2.043 0.08 -0.15 0.08
C -2.492 -0.024 -0.434 -0.32 0.15 -0.05
N -1.187 -0.425 0.064 -0.43 -0.12 0.26
C -0.050 -0.253 -0.633 0.24 -0.24 0.44
O -0.040 0.253 -1.746 0.13 0.01 -0.37
C 1.212 -0.753 0.044 0.11 0.20 -0.48
C 1.718 -1.990 -0.707 -0.05 -0.14 0.26
C 3.038 -2.477 -0.120 0.00 0.20 -0.35
C 4.100 -1.379 -0.169 0.11 -0.15 0.44
C 5.422 -1.873 0.413 -0.20 0.11 -0.23
H 5.783 -2.738 -0.138 0.09 -0.11 -0.02
H 6.177 -1.092 0.361 0.13 0.06 0.03
H 5.296 -2.158 1.456 0.00 -0.04 0.14
C 3.595 -0.150 0.587 -0.06 0.02 -0.39
C 2.275 0.347 0.008 -0.04 -0.03 0.29
H 2.414 0.657 -1.030 -0.04 0.05 -0.01
H 1.925 1.216 0.570 -0.02 0.04 -0.10
H 4.337 0.649 0.534 0.05 0.02 0.08
H 3.457 -0.407 1.640 0.06 -0.03 0.12
H 4.261 -1.100 -1.216 -0.03 0.02 -0.03
H 3.382 -3.351 -0.676 0.02 -0.07 0.06
H 2.884 -2.783 0.919 0.04 -0.06 0.09
H 1.854 -1.724 -1.757 -0.04 0.01 -0.05
H 0.969 -2.784 -0.656 -0.03 -0.01 -0.08
H 0.999 -1.023 1.084 -0.03 -0.01 0.01
H -1.152 -0.734 1.022 0.19 -0.01 -0.06
H -2.462 -0.151 -1.524 -0.01 0.01 0.17
C -2.679 1.483 -0.155 0.06 -0.43 -0.41
O -3.438 1.937 0.676 -0.30 0.10 0.34
N -1.891 2.232 -0.949 0.20 0.34 -0.33
H -1.227 1.758 -1.556 -0.11 -0.08 0.13
C -1.680 3.648 -0.715 0.04 -0.11 0.31
C -0.274 3.893 -0.275 0.13 0.38 -0.86
C 0.821 4.343 -0.954 -0.62 -0.14 0.23
C 1.901 4.298 -0.041 -0.02 -0.20 0.57
C 1.385 3.815 1.121 0.80 0.31 -0.30
O 0.072 3.566 0.989 -0.47 -0.18 0.20
H 1.828 3.620 2.077 -0.04 -0.05 0.16
H 2.917 4.581 -0.227 0.24 0.05 0.04
H 0.852 4.670 -1.973 -0.08 0.05 -0.25
H -1.878 4.209 -1.632 0.04 0.04 0.17
H -2.387 3.946 0.065 0.06 0.07 -0.18
H -4.554 -0.420 -0.154 0.05 0.00 -0.01
H -5.670 -2.683 -0.320 -0.15 0.02 -0.01
```
Forces are in eV/Å.

Its SMILES is CC[C@@H](C)[C@H](NC(=O)[C@H]1CC[C@H](C)CC1)C(=O)NCc1ccco1. The calculation puts the energy relative to the best compared isomer or geometry (same formula, charge and spin) at 0.0 kcal per mole. For the HOMO energy, the calculation gives -8.556 eV. The value obtained for the energy is -1077.27470 hartree. The calculation puts the HOMO-LUMO gap at 9.290 eV.